[1]
# C3H5NOS

One molecule with the formula C3H5NOS (ωB97M-V with the def2-TZVPD basis set, the OMol25 dataset).

Atoms and positions in Å:
S1 -2.91707 -0.36576 -0.06222
O1 0.49290 1.52057 -0.14553
N1 -0.36010 0.43755 -0.04341
C1 -1.68183 0.70454 -0.07849
C2 1.54250 -1.04415 -0.09426
C3 0.23857 -0.83374 -0.02423
H1 0.86831 1.66111 0.74454
H2 2.23521 -0.20245 -0.22938
H3 -0.50582 -1.62275 0.10500
H4 1.93534 -2.05331 -0.06290
H5 -1.84801 1.79840 -0.10911

Properties
* spin multiplicity: 1
* SMILES: C=CN(O)C=S
* gap between HOMO and LUMO: 8.93 eV
* highest occupied orbital energy: -8.7 eV

***

[2]
# C3H5NOS

A 2-piece molecular cluster, C3H5NOS overall (ωB97M-V with the def2-TZVPD basis set, the OMol25 dataset).

Atoms and positions in Å:
S1 1.42819 1.61904 -0.02295
O1 0.33882 -2.40874 -0.40621
N1 -0.82699 -0.62404 0.52909
C1 2.32495 0.47612 -0.76738
C2 -0.28434 -1.52509 -0.00938
C3 -1.88174 0.32692 0.63938
H1 -2.81440 0.01132 0.39062
H2 2.33767 0.34376 -1.83793
H3 -1.98691 0.65341 1.68863
H4 2.91830 -0.12196 -0.13272
H5 -1.55353 1.24925 -0.07115

Properties
* spin multiplicity: 1
* SMILES: CN=C=O.C=S
* gap between HOMO and LUMO (alpha / beta): 8.48 / 8.48 eV
* highest occupied orbital energy (alpha / beta): -8.9 / -8.9 eV

***

[3]
# C3H5NOS

One molecule with the formula C3H5NOS (ωB97M-V with the def2-TZVPD basis set, the OMol25 dataset).

Atoms and positions in Å:
S1 -1.79279 0.01323 0.54176
O1 1.17836 -0.14257 1.21051
N1 -0.99350 1.42797 0.20200
C1 -0.55776 -1.00894 -0.35788
C2 0.72402 -0.16452 -0.20309
C3 0.23337 1.36014 -0.29402
H1 -0.84889 -1.12079 -1.42234
H2 1.47750 -0.34636 -0.90159
H3 -0.43961 -2.14987 -0.17759
H4 0.89421 2.33216 -0.21572
H5 0.12508 -0.20046 1.61797

Properties
* spin multiplicity: 1
* SMILES: O[C@@H]1C=NSC1
* gap between HOMO and LUMO: 9.75 eV
* highest occupied orbital energy: -9.1 eV

***

[4]
# C3H5NOS

A 2-piece molecular cluster, C3H5NOS overall (ωB97M-V with the def2-TZVPD basis set, the OMol25 dataset).

Atoms and positions in Å:
S1 -0.36080 -1.54656 -0.01393
O1 -1.89308 0.84339 -0.72024
N1 0.06221 0.86689 0.82516
C1 1.11157 -0.78494 -0.55685
C2 -0.79764 -0.12753 0.80787
C3 1.08497 0.54116 0.16762
H1 -1.49920 -0.27745 1.71097
H2 2.01560 1.07265 0.23412
H3 2.01636 -1.38396 -0.59496
H4 -2.56787 1.31386 -0.28211
H5 0.82789 -0.51751 -1.57764

Properties
* spin multiplicity: 1
* gap between HOMO and LUMO (alpha / beta): 8.37 / 8.38 eV
* highest occupied orbital energy (alpha / beta): -8.7 / -8.8 eV

***

[5]
# C3H5NOS

One molecule with the formula C3H5NOS (ωB97M-V with the def2-TZVPD basis set, the OMol25 dataset).

Atoms and positions in Å:
S1 -2.25020 -0.52755 0.10727
O1 1.27101 -1.07102 0.43280
N1 -0.89518 -1.50168 0.01258
C1 0.30043 -0.84466 -0.43692
C2 -1.43758 1.00497 0.15567
C3 -0.14424 0.98263 -0.21437
H1 0.47139 1.80570 0.05002
H2 1.64934 -1.94270 0.26370
H3 -0.58019 -1.85438 0.87037
H4 0.44642 -1.13648 -1.49754
H5 -2.11758 1.85974 0.30432

Properties
* spin multiplicity: 1
* SMILES: O[C@@H]1C=CSN1
* gap between HOMO and LUMO: 8.73 eV
* highest occupied orbital energy: -8.0 eV

***

[6]
# C3H5NOS

A 2-piece molecular cluster, C3H5NOS overall (ωB97M-V with the def2-TZVPD basis set, the OMol25 dataset).

Atoms and positions in Å:
S1 0.54199 0.96977 2.41891
O1 1.69005 -0.55278 -0.47964
N1 -0.98674 0.70185 0.16201
C1 -0.66897 -0.26936 -0.94680
C2 -0.01506 0.44182 0.99130
C3 0.43726 -0.75337 0.07611
H1 1.98321 0.76486 0.19154
H2 0.35195 -1.75480 0.49449
H3 -0.34465 -0.09137 -1.97372
H4 -1.47888 1.58768 0.12618
H5 -1.51017 -1.04431 -1.06038

Properties
* spin multiplicity: 1
* gap between HOMO and LUMO: 8.56 eV
* highest occupied orbital energy: -8.9 eV

***

[7]
# C3H5NOS

One molecule with the formula C3H5NOS (ωB97M-V with the def2-TZVPD basis set, the OMol25 dataset).

Atoms and positions in Å:
S1 -0.89839 -1.48334 1.65028
O1 -0.12425 2.23619 -1.05686
N1 -0.87463 -0.01156 -0.84242
C1 1.01998 0.30970 0.04039
C2 -0.09203 1.05285 -0.67112
C3 0.00057 -0.96095 -0.11578
H1 0.34505 -1.88483 -0.53651
H2 1.96575 0.28449 -0.49801
H3 -1.74894 0.02611 -1.33300
H4 -0.73505 -0.20399 2.24132
H5 1.14194 0.63534 1.12171

Properties
* spin multiplicity: 1
* SMILES: O=C1C[C@@H](S)N1
* gap between HOMO and LUMO: 10.12 eV
* highest occupied orbital energy: -9.5 eV

***

[8]
# C3H5NOS

One molecule with the formula C3H5NOS (ωB97M-V with the def2-TZVPD basis set, the OMol25 dataset).

Atoms and positions in Å:
S1 -0.49232 0.44330 -0.17006
O1 -1.18411 1.44197 0.59774
N1 -0.75626 0.19059 -1.83861
C1 2.32077 0.91790 0.69196
C2 1.19317 0.72693 0.28913
C3 -0.83928 -1.22449 0.32675
H1 -0.10613 -1.93715 -0.27590
H2 -0.75047 1.09231 -2.22708
H3 -0.73266 -1.37050 1.40279
H4 -1.80154 -1.35972 -0.11282
H5 3.14882 1.07885 1.31611

Properties
* ⟨S²⟩: 2.020
* spin multiplicity: 3
* gap between HOMO and LUMO (alpha / beta): 5.43 / 7.55 eV
* highest occupied orbital energy (alpha / beta): -4.7 / -10.4 eV

***

[9]
# C3H5NOS2

One molecule with the formula C3H5NOS2 (ωB97M-V with the def2-TZVPD basis set, the OMol25 dataset).

Atoms and positions in Å:
S1 -1.58963 -1.89627 -0.84241
S2 -3.39922 2.15776 0.17071
O1 -1.74889 -2.62428 0.45112
N1 -0.90202 1.19414 0.21818
C1 -0.01647 -0.89210 -0.81670
C2 -0.06337 0.03769 0.38606
C3 -2.19822 1.18532 0.42969
H1 -0.39788 -0.54662 1.24623
H2 0.12614 -0.38907 -1.74688
H3 -0.52926 2.22307 0.16954
H4 1.00881 0.29049 0.68136
H5 0.79157 -1.56026 -0.91887

Properties
* spin multiplicity: 1
* gap between HOMO and LUMO (alpha / beta): 8.33 / 6.58 eV
* highest occupied orbital energy (alpha / beta): -8.9 / -7.6 eV

***

[10]
# C3H5NOS2

One molecule with the formula C3H5NOS2 (ωB97M-V with the def2-TZVPD basis set, the OMol25 dataset).

Atoms and positions in Å:
S1 1.84604 0.09533 0.60956
S2 2.24821 -1.17530 -0.77983
O1 2.36810 1.42598 0.36179
N1 -0.16750 0.52085 -0.05552
C1 -0.84810 -1.50457 0.90114
C2 -1.04265 -0.54206 0.00842
C3 -0.30299 1.55440 -0.76646
H1 -0.03217 -1.48141 1.59992
H2 0.49105 2.28838 -0.73298
H3 -1.16183 1.71617 -1.40984
H4 -1.52318 -2.33905 0.95472
H5 -1.87497 -0.55872 -0.69092

Properties
* spin multiplicity: 1
* gap between HOMO and LUMO: 8.33 eV
* highest occupied orbital energy: -8.8 eV

***

[11]
# C3H5NOS3

One molecule with the formula C3H5NOS3 (ωB97M-V with the def2-TZVPD basis set, the OMol25 dataset).

Atoms and positions in Å:
S1 -3.82094 0.21372 -0.74814
S2 2.20395 1.51889 -0.35015
S3 -0.78232 -0.95845 -0.14263
O1 2.86822 -1.06587 -0.94360
N1 -2.66406 1.08358 0.17803
C1 0.84120 -0.87714 0.60464
C2 2.12203 -0.32886 -0.28517
C3 -1.55761 0.64934 0.48917
H1 1.17786 -1.80813 0.98082
H2 -1.01952 1.18965 1.23055
H3 0.76104 -0.24353 1.49693
H4 3.08318 1.60750 -1.32534
H5 -3.21304 -0.98070 -1.18511

Properties
* spin multiplicity: 1
* SMILES: O=C(S)CS/C=N\S
* gap between HOMO and LUMO: 9.44 eV
* highest occupied orbital energy: -9.2 eV

***

[12]
# C3H5NS

C3H5NS as an isolated structure (ωB97M-V with the def2-TZVPD basis set, the OMol25 dataset).

Atoms and positions in Å:
S1 -0.62159 1.11490 1.10157
N1 -0.66970 1.63344 2.59319
C1 -0.19470 -0.74636 -1.95630
C2 0.60642 0.10096 0.66896
C3 0.65033 -0.96088 -0.97212
H1 -1.08662 -0.16544 -2.09420
H2 -1.40736 2.30056 2.80101
H3 1.36484 -1.69661 -0.78497
H4 1.36249 -0.16921 1.32569
H5 -0.00410 -1.41137 -2.68283

Properties
* spin multiplicity: 1
* gap between HOMO and LUMO: 8.49 eV
* highest occupied orbital energy: -8.4 eV

***

Per-record energy above the lowest of the compared OMol25 structures with the same formula, charge and spin, eV: 2.874; 2.171; 2.942; 3.910; 3.231; 4.542; 1.634; 5.225; 3.446; 2.421; 1.651; 4.600
Per-record molar mass, u: 103.15; 103.15; 103.15; 103.15; 103.15; 103.15; 103.15; 103.15; 135.21; 135.21; 167.28; 87.15